{"formula": "C53H51BiCl3GeN5O3PSSe2Te", "method": "ωB97M-V/def2-TZVPD", "charge": 0, "max_force_ev_per_a": 1.28, "lumo_energy_ha": [-0.005, -0.056], "s_squared": 0.7550, "e_above_lowest_ev": 2.109, "orbital_gap_ha": [0.27475, 0.22311], "spin_multiplicity": 2, "elements": ["Bi", "C", "C", "C", "C", "C", "O", "C", "C", "C", "C", "C", "C", "C", "O", "C", "C", "C", "N", "C", "C", "Te", "C", "C", "C", "C", "C", "C", "C", "C", "C", "C", "C", "C", "H", "H", "H", "H", "H", "H", "H", "H", "H", "H", "H", "H", "H", "H", "H", "H", "H", "H", "H", "H", "H", "H", "H", "H", "Se", "P", "Se", "C", "C", "C", "C", "C", "C", "C", "C", "C", "C", "C", "C", "H", "H", "H", "H", "H", "H", "H", "H", "H", "H", "O", "H", "H", "Cl", "Ge", "Cl", "Cl", "C", "N", "C", "C", "N", "C", "S", "H", "H", "H", "H", "H", "H", "N", "C", "N", "C", "C", "C", "C", "C", "C", "H", "H", "H", "H", "H", "H", "C", "H", "H", "H"], "coordinates": [[0.25959, 0.93562, -0.80700], [1.13914, 4.60831, 5.57423], [1.08488, 3.73465, 4.35787], [1.93530, 3.94069, 3.29486], [1.90912, 3.13688, 2.14486], [2.70298, 3.54058, 0.99527], [2.52994, 3.09465, -0.13492], [3.76937, 4.57298, 1.19562], [5.08803, 4.14074, 1.24586], [6.11323, 5.04527, 1.45436], [5.82776, 6.39324, 1.59495], [4.51980, 6.83699, 1.48726], [3.49101, 5.93118, 1.29206], [1.04736, 2.00561, 2.10056], [1.15461, 1.05056, 1.19479], [0.10496, 1.87407, 3.15126], [0.12760, 2.72592, 4.23819], [-1.02369, 0.90608, 3.03107], [-1.03260, -0.34864, 3.20241], [-0.00644, -1.19798, 3.71248], [1.35723, -0.61289, 4.02114], [2.75409, -2.15392, 4.65090], [4.16977, -1.74802, 3.10675], [4.40644, -0.45905, 2.65711], [5.29346, -0.23467, 1.62051], [5.99116, -1.28892, 1.05736], [5.79028, -2.57266, 1.53364], [4.86941, -2.80203, 2.53907], [-2.32510, 1.53297, 2.72097], [-3.50293, 0.82286, 2.96497], [-4.73452, 1.39338, 2.70902], [-4.81209, 2.68946, 2.22802], [-3.65012, 3.40800, 2.00170], [-2.41321, 2.83851, 2.24134], [2.07959, 5.15415, 5.61616], [1.03638, 4.00950, 6.47667], [0.32368, 5.33207, 5.55672], [2.63772, 4.76077, 3.33195], [5.29612, 3.08935, 1.12670], [7.13171, 4.69088, 1.51727], [6.62417, 7.09397, 1.79795], [4.29768, 7.89168, 1.56961], [2.47075, 6.27727, 1.21735], [-0.61409, 2.58770, 5.01503], [0.07271, -2.02863, 3.00166], [-0.44107, -1.63064, 4.62393], [1.28567, 0.13731, 4.80414], [1.79318, -0.16036, 3.14003], [3.89000, 0.37871, 3.10217], [5.43744, 0.76856, 1.24921], [6.68188, -1.11521, 0.24706], [6.34177, -3.40052, 1.11198], [4.68245, -3.80943, 2.87897], [-3.43960, -0.17277, 3.37721], [-5.63570, 0.82964, 2.88977], [-5.77429, 3.14217, 2.03828], [-3.70382, 4.42183, 1.63530], [-1.51442, 3.40227, 2.03296], [2.59554, 1.23769, -1.93559], [2.80588, -0.61525, -3.23257], [0.85271, -1.66504, -0.91829], [4.08487, 0.04055, -4.38619], [3.98423, 1.29077, -4.98360], [4.93907, 1.70757, -5.88780], [6.00895, 0.88607, -6.19908], [6.13041, -0.34758, -5.58562], [5.17181, -0.76987, -4.68201], [1.39399, -0.44838, -4.39537], [1.03339, -1.62100, -5.04786], [0.02956, -1.61328, -5.99719], [-0.63906, -0.43622, -6.28764], [-0.30903, 0.72521, -5.61140], [0.70475, 0.72330, -4.67321], [3.15671, 1.93981, -4.74027], [4.84505, 2.67632, -6.35498], [6.75010, 1.21166, -6.91195], [6.96978, -0.98527, -5.81383], [5.26152, -1.73267, -4.20033], [1.55735, -2.53467, -4.80352], [-0.22648, -2.52425, -6.51493], [-1.42091, -0.42764, -7.03354], [-0.84197, 1.63947, -5.82412], [0.94968, 1.63946, -4.15122], [-2.62211, 1.13400, -0.20657], [-3.00303, 2.01769, -0.23564], [-3.27682, 0.52812, -0.59847], [-3.53806, -2.89792, 2.30691], [-2.30477, -1.58879, 1.00449], [-3.86577, -1.56368, -0.79354], [-0.91907, -3.53191, 0.01761], [-1.19873, 5.27170, -3.84305], [0.16868, 4.95251, -3.54965], [1.24971, 5.14582, -4.37728], [2.35801, 4.76620, -3.69959], [1.95392, 4.35118, -2.46125], [0.61049, 4.43565, -2.37630], [-0.35065, 3.96557, -1.09083], [-1.22923, 6.14979, -4.48664], [-1.71671, 5.47682, -2.90523], [-1.70067, 4.43226, -4.33021], [1.12666, 5.53243, -5.36829], [3.38759, 4.75214, -3.99422], [2.52820, 3.93833, -1.72592], [-2.64480, -1.65519, -3.74130], [-1.51133, -1.52439, -3.02885], [-1.24261, -0.28712, -2.69769], [-2.29018, 0.45918, -3.19766], [-2.57724, 1.81840, -3.11732], [-3.74193, 2.26521, -3.70818], [-4.60799, 1.40089, -4.38187], [-4.34631, 0.05034, -4.46761], [-3.19145, -0.40560, -3.85572], [-3.08143, -2.52643, -3.99725], [-0.89419, -2.36906, -2.78007], [-1.92075, 2.49325, -2.59277], [-4.00098, 3.31162, -3.63580], [-5.50519, 1.79609, -4.82970], [-5.01250, -0.62869, -4.97553], [2.10891, -1.91883, 0.54535], [1.94187, -2.91509, 0.94710], [1.92505, -1.15128, 1.28928], [3.11867, -1.83082, 0.15171]], "mulliken_spin": [-0.0162, 0.0000, -0.0001, 0.0002, -0.0001, -0.0019, -0.0072, -0.0003, -0.0002, 0.0001, 0.0000, 0.0000, 0.0000, 0.0014, 0.0110, 0.0004, -0.0003, -0.0044, 0.0010, 0.0024, -0.0005, 0.0001, 0.0025, -0.0018, 0.0012, -0.0007, 0.0009, -0.0009, 0.0019, 0.0007, -0.0004, 0.0000, -0.0003, -0.0012, 0.0000, 0.0000, 0.0000, 0.0000, 0.0002, 0.0000, 0.0000, 0.0000, 0.0000, 0.0000, -0.0028, 0.0002, -0.0003, 0.0014, -0.0003, 0.0004, -0.0001, -0.0001, -0.0001, 0.0004, -0.0001, 0.0000, 0.0000, 0.0002, 0.0757, -0.0411, 0.6609, 0.0188, -0.0046, 0.0019, -0.0004, 0.0007, -0.0002, 0.0035, -0.0005, -0.0017, -0.0014, 0.0023, -0.0020, 0.0009, 0.0001, 0.0000, 0.0001, 0.0002, 0.0005, -0.0001, -0.0001, -0.0001, 0.0041, 0.0000, -0.0006, 0.0000, 0.0002, -0.0105, -0.0021, 0.2680, 0.0003, -0.0002, -0.0003, 0.0005, 0.0032, -0.0006, -0.0007, 0.0000, -0.0001, -0.0001, 0.0000, 0.0009, -0.0026, -0.0020, 0.0114, -0.0136, -0.0010, -0.0028, -0.0006, 0.0005, -0.0002, 0.0009, 0.0001, 0.0077, 0.0010, 0.0000, 0.0000, 0.0000, -0.0034, 0.0055, 0.0014, 0.0355]}